Formula: C57H139N9O17
Source: the OMol25 dataset
Level of theory: wB97M-V/def2-TZVPD

Calculated values
E_LUMO = 0.447 eV
Net charge = 0
Structure (SMILES) = CC1(C)CCCC(C)(C)N1O.COCCNCCOC.COCCNCCOC.COCCNCCOC.COCCNCCOC.COCCNCCOC.COCCNCCOC.COCCNCCOC.COCCNCCOC
HOMO-LUMO gap = 0.3123 Ha
Energy = -109565.2754 eV
2S+1 = 1
Energy relative to the best compared isomer or geometry (same formula, charge and spin) = 287.9 kJ/mol

Cartesian coordinates (Å):
1 C 0.426 2.644 3.989
2 C 1.421 3.806 3.516
3 C 2.737 3.156 3.078
4 C 3.644 4.136 2.234
5 C 2.878 4.597 1.002
6 C 1.547 5.295 1.383
7 N 0.805 4.395 2.292
8 O -0.378 4.952 2.587
9 C 1.821 6.684 2.002
10 C 0.687 5.321 0.062
11 C 1.662 4.741 4.714
12 H 0.893 1.988 4.723
13 H -0.033 2.005 3.234
14 H -0.432 3.170 4.407
15 H 3.444 3.099 3.906
16 H 2.696 2.163 2.629
17 H 4.580 3.674 1.920
18 H 3.925 4.937 2.917
19 H 2.753 3.781 0.290
20 H 3.555 5.335 0.571
21 H 2.270 7.215 1.163
22 H 0.888 7.143 2.329
23 H 2.539 6.757 2.819
24 H 1.205 6.008 -0.608
25 H 0.518 4.334 -0.368
26 H -0.290 5.769 0.245
27 H 2.123 4.210 5.547
28 H 0.796 5.161 5.226
29 H 2.383 5.543 4.554
30 H -1.037 4.416 2.139
31 C -2.757 8.017 8.205
32 O -2.765 6.813 7.375
33 C -3.198 7.010 6.101
34 C -3.224 5.765 5.233
35 N -3.899 4.661 5.870
36 C -3.658 3.460 5.044
37 C -4.233 3.549 3.597
38 O -3.225 3.956 2.646
39 C -3.685 4.185 1.282
40 H -2.434 7.773 9.217
41 H -3.755 8.455 8.231
42 H -2.098 8.786 7.802
43 H -2.565 7.812 5.721
44 H -4.197 7.420 5.947
45 H -2.178 5.479 5.122
46 H -3.599 5.999 4.236
47 H -3.499 4.550 6.791
48 H -4.210 2.698 5.595
49 H -2.603 3.188 5.081
50 H -5.036 4.283 3.647
51 H -4.560 2.565 3.260
52 H -2.865 4.267 0.570
53 H -4.147 5.162 1.140
54 H -4.272 3.313 0.992
55 C -0.629 -5.768 -3.336
56 O -0.460 -4.403 -3.508
57 C 0.498 -3.748 -2.609
58 C 1.153 -2.551 -3.295
59 N 0.091 -1.608 -3.839
60 C -0.502 -0.753 -2.782
61 C -1.813 -0.150 -3.370
62 O -2.815 -1.164 -3.864
63 C -3.876 -0.647 -4.705
64 H -1.312 -6.097 -4.120
65 H -1.049 -5.888 -2.337
66 H 0.309 -6.306 -3.469
67 H 1.336 -4.414 -2.402
68 H 0.107 -3.455 -1.635
69 H 1.647 -3.004 -4.156
70 H 1.937 -2.073 -2.708
71 H -0.664 -2.230 -4.092
72 H 0.156 0.064 -2.485
73 H -0.623 -1.170 -1.782
74 H -1.601 0.530 -4.195
75 H -2.270 0.481 -2.608
76 H -3.413 -0.300 -5.629
77 H -4.354 0.268 -4.356
78 H -4.543 -1.448 -5.025
79 C 2.064 -4.132 0.692
80 O 1.494 -3.002 1.289
81 C 2.499 -1.977 1.447
82 C 1.882 -0.578 1.425
83 N 1.303 -0.335 0.146
84 C 0.742 1.038 -0.040
85 C -0.724 1.120 0.615
86 O -1.630 0.388 -0.236
87 C -2.851 0.164 0.398
88 H 1.284 -4.868 0.499
89 H 2.714 -4.578 1.446
90 H 2.627 -3.798 -0.180
91 H 3.378 -2.020 0.804
92 H 3.035 -2.130 2.383
93 H 2.667 0.171 1.521
94 H 1.160 -0.375 2.216
95 H 0.576 -1.027 0.037
96 H 0.767 1.280 -1.102
97 H 1.400 1.766 0.434
98 H -1.139 2.128 0.641
99 H -0.842 0.648 1.590
100 H -3.400 -0.495 -0.275
101 H -3.409 1.077 0.602
102 H -2.765 -0.453 1.292
103 C 6.194 -0.905 -1.399
104 O 6.187 -2.156 -2.110
105 C 5.216 -2.079 -3.139
106 C 5.001 -3.469 -3.712
107 N 4.215 -4.274 -2.701
108 C 4.278 -5.736 -2.890
109 C 3.742 -6.530 -1.694
110 O 4.372 -6.066 -0.511
111 C 4.314 -6.932 0.577
112 H 6.762 -0.110 -1.882
113 H 6.790 -0.853 -0.488
114 H 5.228 -0.515 -1.080
115 H 5.568 -1.304 -3.820
116 H 4.221 -1.779 -2.812
117 H 5.883 -4.069 -3.933
118 H 4.393 -3.310 -4.603
119 H 4.598 -4.061 -1.791
120 H 5.288 -5.936 -3.249
121 H 3.626 -6.106 -3.682
122 H 3.937 -7.581 -1.907
123 H 2.700 -6.308 -1.462
124 H 4.967 -7.794 0.435
125 H 3.334 -7.370 0.770
126 H 4.689 -6.569 1.534
127 C -0.989 -7.143 0.298
128 O -1.954 -6.766 1.248
129 C -1.364 -5.927 2.236
130 C -2.506 -5.257 3.047
131 N -3.635 -4.722 2.267
132 C -3.215 -3.441 1.552
133 C -2.660 -3.671 0.147
134 O -3.029 -4.891 -0.575
135 C -3.930 -4.568 -1.581
136 H -0.655 -6.236 -0.205
137 H -1.410 -7.828 -0.437
138 H -0.128 -7.607 0.778
139 H -0.856 -5.042 1.855
140 H -0.542 -6.298 2.849
141 H -2.075 -4.536 3.742
142 H -2.856 -6.042 3.718
143 H -3.789 -5.313 1.463
144 H -2.581 -2.838 2.202
145 H -4.177 -2.952 1.397
146 H -1.572 -3.716 0.115
147 H -2.953 -2.784 -0.415
148 H -3.649 -3.725 -2.211
149 H -4.832 -4.167 -1.118
150 H -4.224 -5.353 -2.278
151 C -2.678 -1.536 -8.563
152 O -1.899 -0.448 -8.011
153 C -0.846 -0.861 -7.098
154 C 0.164 0.273 -7.069
155 N 1.294 -0.088 -6.191
156 C 2.215 1.022 -6.120
157 C 3.082 0.939 -4.868
158 O 2.490 1.546 -3.737
159 C 3.289 1.492 -2.552
160 H -3.081 -2.238 -7.833
161 H -2.140 -2.111 -9.316
162 H -3.525 -1.174 -9.146
163 H -0.355 -1.736 -7.524
164 H -1.247 -1.181 -6.137
165 H -0.392 1.131 -6.689
166 H 0.486 0.536 -8.077
167 H 0.879 -0.240 -5.283
168 H 1.753 2.006 -6.037
169 H 2.836 0.887 -7.006
170 H 4.038 1.405 -5.107
171 H 3.485 -0.065 -4.736
172 H 3.090 2.285 -1.831
173 H 4.370 1.465 -2.690
174 H 3.066 0.549 -2.053
175 C -0.485 3.318 -3.241
176 O -1.038 4.553 -2.834
177 C -1.672 5.395 -3.874
178 C -2.350 6.511 -3.050
179 N -3.482 6.063 -2.230
180 C -4.583 5.588 -3.110
181 C -5.232 4.393 -2.435
182 O -4.270 3.347 -2.339
183 C -4.948 2.129 -2.020
184 H 0.142 2.880 -2.464
185 H 0.198 3.432 -4.083
186 H -1.336 2.692 -3.505
187 H -2.292 4.734 -4.480
188 H -0.997 5.742 -4.655
189 H -2.605 7.382 -3.654
190 H -1.616 6.988 -2.401
191 H -3.230 5.197 -1.775
192 H -4.346 5.144 -4.077
193 H -5.358 6.335 -3.280
194 H -6.147 4.245 -3.009
195 H -5.611 4.674 -1.452
196 H -4.164 1.377 -1.935
197 H -5.566 1.821 -2.863
198 H -5.586 2.039 -1.141
199 C -1.336 -0.063 5.000
200 O -0.144 -0.798 5.078
201 C -0.272 -2.143 4.575
202 C 0.987 -2.922 4.953
203 N 1.036 -4.063 4.076
204 C 2.154 -5.035 4.363
205 C 3.522 -4.391 4.320
206 O 4.464 -5.371 4.527
207 C 5.748 -4.942 4.726
208 H -2.211 -0.568 5.409
209 H -1.556 0.068 3.941
210 H -1.255 0.920 5.465
211 H -0.499 -2.104 3.510
212 H -1.142 -2.672 4.962
213 H 0.774 -3.334 5.939
214 H 1.882 -2.303 4.896
215 H 0.915 -3.850 3.096
216 H 2.011 -5.859 3.663
217 H 2.040 -5.499 5.343
218 H 3.597 -3.599 5.065
219 H 3.701 -3.891 3.369
220 H 5.961 -4.176 5.471
221 H 6.096 -4.533 3.777
222 H 6.298 -5.853 4.965

Forces on atoms 1 to 6 (eV/Å):
0.2 1.4 0.1
-0.7 -1.5 -0.5
2.4 1.3 -0.1
-1.5 -1.1 0.0
0.7 1.1 1.0
0.0 -1.5 -0.1

Löwdin population analysis, charges in e, atoms 1 to 2:
1 C -0.013
2 C -0.439